Computed, not measured: a cluster of 4 separate species, C17H38IN4O5S in total, with the ωB97M-V functional and the def2-TZVPD basis.

Last column: Löwdin charge in e.
Atoms and positions in Å:
O1 -0.8824 -1.4321 2.8239  -0.33
S1 -0.5361 -0.0404 2.9116  0.72
O2 0.5498 0.3207 3.7713  -0.33
C1 -0.2312 0.6644 1.2927  -0.18
C2 -0.0314 -0.2975 0.0845  -0.24
C3 -1.0932 -0.1131 -1.0336  -0.08
C4 -1.8285 -1.4727 -1.2225  -0.10
C5 -1.4500 -2.1519 0.0940  -0.12
N1 -0.0350 -1.7724 0.3003  -0.04
C6 0.9107 -2.3673 -0.7402  -0.09
C7 0.6327 -3.8365 -1.0805  -0.28
C8 1.9392 -4.6559 -1.1399  -0.61
I1 1.9750 -6.0883 0.4765  0.79
H1 -1.6241 0.6314 3.3598  0.10
H2 0.6539 1.2726 1.4113  0.09
H3 -1.0377 1.3662 1.0846  0.06
H4 0.8974 0.0346 -0.3567  0.14
H5 -0.5481 0.0201 -1.9671  0.12
H6 -1.7382 0.7503 -0.9571  0.12
H7 -1.4464 -2.1038 -2.0124  0.10
H8 -2.8985 -1.3354 -1.2149  0.12
H9 -1.6519 -3.2040 0.2349  0.14
H10 -2.0899 -1.7010 0.8394  0.13
H11 0.3742 -2.0991 1.1763  0.17
H12 0.9014 -1.7789 -1.6465  0.13
H13 1.8962 -2.3119 -0.2936  0.13
H14 0.2083 -3.8718 -2.0774  0.11
H15 -0.0280 -4.3215 -0.3791  0.05
H16 2.8234 -4.0418 -1.0474  0.04
H17 1.9772 -5.2473 -2.0410  0.04
C9 -3.5078 -4.4431 -4.9201  -0.01
C10 -3.9236 -3.0841 -4.4104  -0.56
O3 -4.2138 -2.8941 -3.2366  0.01
N2 -3.9731 -2.0679 -5.3073  0.01
C11 -3.6735 -2.1044 -6.7293  -0.07
H18 -3.5222 -5.1423 -4.0902  0.08
H19 -4.1992 -4.7954 -5.6854  0.09
H20 -2.4997 -4.4083 -5.3355  0.08
H21 -4.2654 -1.1909 -4.9054  0.14
H22 -2.8636 -1.4099 -6.9563  0.08
H23 -4.5530 -1.8068 -7.3005  0.09
H24 -3.3774 -3.1004 -7.0379  0.07
C12 -1.5339 5.0077 0.5234  0.01
C13 -1.0974 3.8602 1.3942  -0.53
O4 -1.8589 2.9522 1.7267  -0.01
N3 0.1902 3.8275 1.8036  0.02
C14 1.3091 4.7228 1.5240  -0.05
H25 -2.5835 4.8782 0.2801  0.09
H26 -1.4090 5.9551 1.0473  0.10
H27 -0.9569 5.0288 -0.4016  0.09
H28 0.3804 3.0345 2.3958  0.11
H29 2.0920 4.1372 1.0409  0.09
H30 1.6956 5.1135 2.4636  0.09
H31 1.0356 5.5486 0.8772  0.09
C15 5.5756 3.4874 4.5899  0.00
C16 4.4343 3.7093 3.6309  -0.54
O5 4.3913 4.6599 2.8655  0.03
N4 3.4143 2.8060 3.6414  0.01
C17 3.2095 1.6203 4.4529  -0.08
H32 6.2950 4.2889 4.4594  0.09
H33 5.2196 3.4982 5.6204  0.09
H34 6.0684 2.5357 4.3885  0.09
H35 2.6893 3.0308 2.9818  0.09
H36 3.1010 0.7589 3.7962  0.07
H37 2.2905 1.7315 5.0248  0.08
H38 4.0320 1.4391 5.1368  0.08

gap between HOMO and LUMO	9.003	eV
net charge	+1
LUMO	-2.5249	eV


Computed, not measured: a cluster of 6 separate species, C17H38IN6O10S2 in total, with the ωB97M-V functional and the def2-TZVPD basis.

Last column: Löwdin charge in e.
Atoms and positions in Å:
O1 -0.2853 -2.4163 -5.5217  -0.10
C1 -0.0732 -1.7499 -6.6888  -0.13
C2 0.2092 -0.1205 -6.5132  -0.20
S1 -1.4168 0.7373 -6.9574  0.63
O2 -1.8271 0.1981 -8.3497  -0.48
O3 -1.0581 2.2705 -7.0618  -0.45
N1 -2.6498 0.6177 -5.7268  -0.38
S2 -3.8725 -0.5659 -6.1196  0.24
O4 -4.8338 -0.6241 -4.8687  -0.52
O5 -3.3112 -2.0313 -6.2564  -0.48
I1 -5.3059 0.0595 -7.9987  0.52
H1 -0.0536 -2.2873 -7.7365  0.14
H2 0.6313 0.1676 -5.4604  0.08
H3 1.0061 0.1880 -7.3442  0.12
C3 0.9785 0.9319 -2.7121  -0.32
O6 1.4008 0.2065 -3.6037  -0.04
N2 -0.2724 0.8494 -2.1391  -0.17
C4 -0.6950 1.7487 -1.0864  -0.07
C5 -1.1941 -0.1671 -2.6026  -0.03
H4 1.5966 1.7388 -2.2852  0.13
H5 -0.9427 1.1610 -0.1979  0.07
H6 -1.5791 2.2970 -1.4237  0.10
H7 0.0957 2.4613 -0.8365  0.06
H8 -0.7430 -1.1527 -2.4522  0.05
H9 -1.3763 -0.0224 -3.6717  0.07
H10 -2.1398 -0.1083 -2.0571  0.10
C6 0.3716 -2.6381 -0.9924  -0.32
O7 -0.7010 -2.3704 -0.4657  0.01
N3 1.0365 -3.8408 -0.8862  -0.20
C7 2.3050 -4.0768 -1.5425  -0.07
C8 0.4505 -4.9025 -0.0943  -0.06
H11 0.9056 -1.9032 -1.6170  0.12
H12 2.1952 -4.9195 -2.2310  0.09
H13 3.0562 -4.3158 -0.7844  0.08
H14 2.6283 -3.1953 -2.1028  0.09
H15 -0.5326 -5.1523 -0.5047  0.09
H16 0.3240 -4.5518 0.9344  0.09
H17 1.0897 -5.7895 -0.1045  0.08
C9 0.1860 3.6883 2.2869  -0.33
O8 -0.2709 3.7549 1.1527  -0.01
N4 0.7394 2.5641 2.8613  -0.18
C10 1.2585 2.5695 4.2126  -0.08
C11 0.8045 1.3389 2.0917  -0.04
H18 0.1872 4.5619 2.9593  0.12
H19 2.3196 2.3057 4.1844  0.07
H20 0.7109 1.8307 4.8045  0.08
H21 1.1456 3.5543 4.6738  0.08
H22 1.3914 1.5177 1.1857  0.09
H23 -0.2091 1.0451 1.8027  0.05
H24 1.2663 0.5393 2.6774  0.09
C12 -2.8097 1.2423 2.3079  -0.31
O9 -2.0658 0.2728 2.2298  0.00
N5 -4.1657 1.2317 2.0607  -0.20
C13 -4.9760 2.4258 2.1759  -0.07
C14 -4.8018 -0.0106 1.6737  -0.04
H25 -2.4308 2.2372 2.5942  0.13
H26 -5.7515 2.2553 2.9281  0.08
H27 -5.4408 2.6322 1.2077  0.09
H28 -4.3698 3.2856 2.4737  0.08
H29 -4.6474 -0.7515 2.4641  0.09
H30 -4.3385 -0.3765 0.7525  0.10
H31 -5.8730 0.1380 1.5128  0.09
C15 3.2871 0.3027 6.0772  -0.31
O10 2.3346 0.1756 5.3183  -0.01
N6 4.5955 -0.0114 5.7779  -0.21
C16 5.6662 0.1693 6.7353  -0.07
C17 4.9113 -0.5387 4.4665  -0.05
H32 3.1604 0.6951 7.0996  0.13
H33 6.4004 0.8639 6.3172  0.09
H34 6.1397 -0.7985 6.9228  0.09
H35 5.2872 0.5724 7.6783  0.08
H36 4.6092 0.1891 3.7074  0.09
H37 4.3499 -1.4648 4.3099  0.10
H38 5.9826 -0.7387 4.3786  0.09

gap between HOMO and LUMO	7.573	eV
net charge	-1
LUMO	1.6043	eV


Question: What is the formula in the second record?
Answer: C17H38IN6O10S2


Question: Among the records above, which one has the lowest gap between HOMO and LUMO?
Answer: C17H38IN6O10S2


Question: net charge of number 2 (C17H38IN6O10S2)?
Answer: -1